[1]
{"formula": "C21H27F6GeOPPtSe3", "method": "wB97M-V/def2-TZVPD", "e_above_lowest_ev": 0.0838, "multiplicity": 5, "lumo_ev": [-5.98, -9.32], "s2": 6.0246, "charge": 2, "homo_lumo_gap_ev": [8.29, 5.56], "symbols": ["H", "C", "C", "H", "H", "H", "C", "H", "H", "C", "Se", "H", "H", "O", "C", "H", "C", "Pt", "F", "H", "C", "F", "H", "P", "C", "C", "H", "H", "C", "F", "H", "Se", "C", "H", "H", "C", "C", "C", "H", "H", "F", "C", "C", "C", "H", "C", "H", "H", "H", "H", "H", "H", "Ge", "C", "C", "Se", "F", "H", "H", "F", "C"], "xyz": [[-0.2836, -3.8464, 6.4750], [3.1130, 5.5293, -1.3506], [-0.0087, -3.1258, 3.3122], [2.7463, 7.6288, -1.1540], [-1.9272, -3.0050, -3.1839], [-0.2503, -2.4421, -3.2630], [4.7264, 1.1070, 3.6417], [2.6651, -5.2295, 3.5030], [5.0126, 1.5844, 5.7097], [3.3341, 2.6350, 4.8887], [2.2607, 0.9772, -0.3887], [2.1951, -0.9327, 4.4118], [3.4330, -3.6624, 3.1266], [-0.2640, -1.0805, -1.0012], [2.8891, 2.2233, 2.5681], [1.8894, -4.4470, 1.3224], [3.9657, 1.3378, 2.5042], [-0.2477, 0.5631, 0.0829], [-2.8194, -0.6245, -3.4553], [1.7206, 3.5485, 3.8268], [-1.3977, -1.4721, -1.7382], [-3.6478, -2.1974, -1.3819], [3.6650, 5.6311, -2.2750], [1.9063, 2.5784, 1.1368], [2.5981, 6.6501, -0.7165], [1.8879, 6.5299, 0.4733], [1.4887, 7.4097, 0.9594], [0.2389, -4.5273, 0.6287], [2.5636, 2.8702, 3.7636], [-2.1500, -2.8522, 0.0286], [-0.4531, -4.1021, 3.1212], [-0.2558, 2.3611, 1.5795], [1.8904, -1.5493, 5.2608], [-0.7664, -3.5153, -1.9523], [1.1088, 5.2009, 1.9515], [2.9581, -4.2596, 3.9069], [-2.5403, -1.8253, -0.7658], [-1.0703, -2.6900, -2.5929], [1.2656, -4.6068, 6.8700], [3.0958, 3.1386, 5.8160], [-2.8347, -0.8101, 0.0634], [1.6799, 5.2835, 1.0342], [2.9197, 4.2724, -0.7967], [0.5634, -4.3937, 6.0623], [3.7002, -4.4407, 4.6863], [4.4113, 1.7568, 4.8265], [1.0360, -1.0868, 5.7557], [2.7182, -1.5827, 5.9713], [-0.7251, -2.4461, 3.7741], [4.2383, 0.8508, 1.5754], [3.3430, 3.4071, -1.2918], [5.5713, 0.4329, 3.5977], [1.4645, -3.3510, 4.7186], [1.1280, -3.9142, 0.7579], [-1.8043, -0.3056, -2.6645], [0.6401, -2.3423, 1.7555], [-2.1526, 0.7856, -1.9554], [0.2149, -5.3405, 5.6506], [1.5072, -3.5780, -0.2029], [-0.7608, 0.0381, -3.4233], [2.2055, 4.1542, 0.3971]], "forces_ev_per_a": [[0.003, -0.039, 0.009], [-0.012, -0.054, 0.044], [-0.375, -0.044, -0.119], [0.000, -0.016, 0.012], [-0.034, 0.019, 0.003], [0.004, 0.007, -0.003], [-0.042, 0.021, -0.033], [0.042, 0.013, -0.005], [-0.014, 0.002, -0.011], [0.011, -0.002, 0.025], [-0.538, -0.057, 0.082], [0.002, 0.008, 0.046], [0.014, -0.037, 0.011], [-0.107, -0.207, -0.220], [0.180, -0.125, 0.208], [0.032, -0.024, -0.007], [0.052, 0.097, 0.071], [0.413, 0.075, -0.119], [-0.007, 0.042, 0.015], [0.001, -0.012, -0.025], [0.049, -0.161, 0.008], [-0.054, 0.050, -0.055], [-0.010, -0.009, 0.010], [-0.092, -0.073, -0.022], [-0.005, 0.038, 0.000], [-0.003, 0.026, 0.012], [0.005, -0.008, -0.011], [-0.017, -0.012, 0.005], [0.059, -0.076, 0.023], [0.095, 0.052, -0.011], [0.017, 0.020, -0.032], [-0.058, 0.218, 0.090], [0.077, 0.218, 0.061], [0.001, 0.015, 0.013], [-0.009, -0.024, -0.009], [0.161, -0.116, -0.109], [0.051, -0.278, 0.090], [0.097, -0.006, 0.017], [-0.038, -0.011, 0.003], [0.011, -0.009, -0.013], [-0.020, 0.159, 0.117], [0.041, 0.016, -0.074], [0.061, 0.099, 0.064], [-0.080, -0.092, 0.136], [0.021, -0.013, -0.044], [-0.004, 0.019, 0.029], [0.031, 0.032, -0.018], [-0.021, 0.050, -0.010], [-0.001, -0.012, 0.008], [-0.009, 0.002, -0.003], [-0.026, -0.020, 0.009], [-0.009, 0.008, -0.006], [0.052, -0.042, 0.157], [-0.101, 0.055, -0.089], [-0.025, -0.190, -0.137], [0.096, -0.041, -0.026], [-0.082, 0.179, 0.038], [-0.002, 0.004, 0.038], [0.021, -0.020, -0.002], [0.044, 0.048, -0.053], [0.052, 0.239, -0.190]]}

---

[2]
{"formula": "C21H27LuNO4P2S", "method": "wB97M-V/def2-TZVPD", "e_above_lowest_ev": 1.5333, "lumo_ev": [-4.41, -4.41], "charge": 1, "homo_lumo_gap_ev": [5.34, 5.34], "symbols": ["H", "P", "H", "O", "O", "H", "N", "C", "C", "O", "O", "Lu", "C", "H", "H", "H", "C", "H", "H", "H", "C", "C", "H", "C", "H", "H", "H", "H", "C", "C", "H", "C", "H", "H", "H", "C", "H", "C", "C", "H", "C", "C", "H", "H", "C", "C", "H", "H", "C", "H", "C", "C", "H", "H", "C", "S", "P"], "xyz": [[-0.3373, 0.1353, 4.4896], [0.5387, 0.3704, 2.2440], [2.8559, -1.2879, -0.5092], [1.8321, 4.5468, 1.7239], [-3.7136, 1.5716, -2.6312], [-1.5741, -0.2538, 3.2764], [0.5891, -2.0897, -0.1548], [-2.5331, -3.3673, 1.1409], [-0.9897, -2.9687, 2.9519], [-1.5967, 2.6204, -1.5728], [-3.3003, 1.9663, -0.1503], [-1.2783, 2.5078, 0.5972], [0.9479, 3.9052, 1.3413], [2.8907, 0.7374, 2.8992], [1.2958, -1.6539, 3.5122], [-3.0085, -3.6562, 3.2780], [0.5414, -2.2655, -1.4655], [2.3708, -1.1461, -4.1298], [-3.5721, -3.1448, 0.8692], [3.4053, -0.4017, -1.9867], [1.0166, -1.4467, 2.4546], [1.7673, 1.8420, -2.1956], [1.8901, -1.6717, 1.8225], [-0.6731, -2.7056, -2.1125], [2.7482, 1.8171, -2.6707], [1.0142, 1.4430, -2.8721], [3.9913, 1.8728, -0.7955], [0.2243, -1.5961, -5.3190], [-0.7520, 0.4203, 3.5201], [-2.2407, -3.4566, 2.5068], [-0.2291, 1.2782, -0.0113], [-0.0937, -2.4366, 2.0419], [-4.6073, 4.1259, -2.2945], [-3.9369, 4.4682, -0.6230], [-2.7383, -3.4741, -1.7201], [3.3292, 1.5909, 0.0364], [3.8294, 0.8621, 0.6890], [-1.5241, -3.2528, 0.1337], [2.5397, -0.6795, -1.3640], [-1.1397, 1.4403, 3.6114], [1.5468, -1.5023, -2.1669], [1.9089, 1.0830, 3.2451], [1.7639, 0.7978, 4.2948], [1.5103, 2.8762, -1.9727], [-0.2592, -2.7436, 0.6455], [0.2992, -1.8482, -4.2262], [3.0881, 2.4900, 0.6154], [-2.9061, 4.6900, -2.1352], [-3.7158, 4.1232, -1.6549], [-1.7802, -1.9510, -3.8156], [-0.7997, -2.2478, -3.4551], [1.4905, -1.4567, -3.5586], [1.8509, 2.1731, 3.1646], [-0.7041, -3.0515, 4.0125], [-1.6983, -3.3244, -1.2986], [-3.1329, 2.4229, -1.6046], [1.7582, 0.9026, -0.6512]], "forces_ev_per_a": [[-0.208, -0.017, 0.100], [0.308, -0.762, 0.657], [0.160, 0.279, -0.088], [-3.596, -2.645, -1.604], [1.190, 1.685, 1.824], [-0.040, 0.054, -0.053], [0.909, -1.920, 0.665], [-0.881, -0.379, 0.900], [1.275, -0.428, -0.007], [-1.240, 0.319, -0.527], [-0.391, 0.297, -0.542], [-0.418, -0.412, -0.534], [3.350, 2.665, 1.544], [-0.261, 0.172, 0.035], [-0.243, 0.470, -0.487], [0.350, 0.151, -0.809], [-0.790, 1.889, -0.025], [-0.457, 0.323, 0.175], [0.177, -1.132, -0.191], [-0.250, -0.017, 0.213], [-0.261, -1.375, -0.367], [-0.333, 0.324, -0.228], [-0.185, 0.393, 0.237], [-0.223, -0.497, 0.847], [-0.018, -0.012, -0.053], [-0.065, 0.051, -0.096], [0.020, -0.101, 0.368], [-0.259, -0.299, 1.333], [-0.212, -0.001, 0.511], [-0.404, 0.711, -1.124], [-0.332, -0.937, -0.700], [0.137, 0.029, 0.715], [0.146, 0.203, 0.331], [0.159, -0.281, -0.752], [1.465, -0.128, 0.470], [0.063, 0.160, -0.062], [-0.135, 0.255, -0.155], [0.681, 0.150, -0.457], [-0.439, -0.700, -0.069], [-0.129, 0.064, 0.143], [0.223, 0.127, -1.351], [-0.091, 0.096, 0.091], [0.220, 0.072, -0.186], [-0.057, 0.212, -0.155], [-1.120, 1.965, -0.366], [-0.966, 0.434, 0.399], [0.331, -0.168, -0.034], [-0.380, -0.114, 0.218], [-0.408, -0.305, -0.388], [-0.205, -1.100, -0.366], [0.376, 0.263, -1.476], [0.634, -0.790, 1.104], [0.283, -0.132, 0.188], [-0.403, 0.520, -0.437], [-0.012, 2.391, 0.531], [1.122, -0.896, 0.560], [1.834, -1.179, -0.469]]}